[1]
A molecular structure, C12H30InN2O8P. Source: the Open Molecules 2025 dataset; level of theory: ωB97M-V/def2-TZVPD.

Last column: Mulliken spin population.
Element x y z (Å)
In  -0.72794  -0.97086  -0.68307  -0.0313
P  -2.23154  -3.66550  -1.52703  -0.0871
O  -0.77357  -3.45387  -2.13854  0.6415
O  -3.00319  -4.90150  -1.95185  0.1708
O  -2.92933  -2.33728  -1.88279  0.1484
O  -1.88556  -3.51207  0.03473  0.1541
C  4.36976  1.62145  -4.67840  0.0000
O  3.27016  1.09829  -3.99338  0.0000
C  2.11520  1.85879  -4.08994  -0.0002
C  1.07336  1.09075  -3.27063  -0.0003
N  1.23994  1.03534  -1.81400  0.0008
C  1.03452  2.42036  -1.27539  -0.0006
C  1.07389  2.34786  0.24507  0.0009
O  0.22911  1.37855  0.82491  0.0029
C  0.05828  1.58235  2.18587  0.0000
H  4.42935  1.13531  -5.65216  0.0000
H  5.29216  1.37275  -4.15360  0.0000
H  4.44549  2.69636  -4.84263  0.0000
H  1.70945  1.94138  -5.09822  0.0000
H  2.33329  2.83753  -3.66261  0.0000
H  0.88854  0.10687  -3.70182  -0.0001
H  0.15806  1.62103  -3.53354  0.0000
H  2.23320  0.86615  -1.74394  0.0000
H  0.12104  2.87484  -1.65893  0.0001
H  1.90751  2.98321  -1.60580  0.0000
H  0.79049  3.37271  0.48485  -0.0001
H  2.10031  2.06942  0.48391  0.0003
H  -0.68712  0.84574  2.48570  0.0000
H  -0.39392  2.51633  2.51947  -0.0001
H  1.01255  1.37992  2.67217  -0.0002
C  2.50686  -0.98503  1.50947  0.0000
O  1.08496  -1.19976  1.69615  0.0030
C  0.68691  -2.26118  2.64628  -0.0013
C  -0.73526  -1.94436  3.14465  -0.0007
N  -1.67833  -1.84416  2.12474  -0.0010
C  -3.03475  -1.53037  2.63431  -0.0007
C  -3.87234  -0.94562  1.40683  0.0027
O  -3.20158  0.21258  0.80841  0.0008
C  -3.20727  1.33533  1.62659  -0.0002
H  2.78306  -0.40196  2.38802  0.0000
H  2.66221  -0.32924  0.65279  0.0001
H  3.10267  -1.87171  1.29285  0.0000
H  1.38466  -2.23916  3.48339  -0.0002
H  0.75066  -3.19258  2.08365  -0.0006
H  -0.59589  -1.02875  3.71942  0.0002
H  -1.09276  -2.65332  3.89142  0.0000
H  -1.79203  -2.72979  1.65270  0.0001
H  -2.98081  -0.75856  3.40210  -0.0001
H  -3.40191  -2.47495  3.03561  -0.0005
H  -4.92333  -0.76687  1.63395  0.0001
H  -4.01786  -1.69968  0.63332  -0.0017
H  -2.81200  1.15958  2.62707  0.0001
H  -4.20384  1.76273  1.73740  -0.0001
H  -2.66552  2.17462  1.19049  0.0001

As for the orbital gap (spin up / spin down): 6.124 / 5.766 eV. The expectation value of S² is 0.7627. The spin multiplicity is 2. For the HOMO energy (spin up / spin down), the calculation gives -0.14231 / -0.12912 Eh. Its total charge is -1.

***

[2]
A molecular structure, C12H30KO8P2. Source: the Open Molecules 2025 dataset; level of theory: ωB97M-V/def2-TZVPD.

Last column: Löwdin charge in e.
Element x y z (Å)
K  1.59161  -1.27124  -3.54867  0.9227
C  2.34819  3.74602  -1.55311  -0.0590
C  1.43905  3.28839  -2.64140  -0.2975
O  0.10107  3.12984  -2.26355  -0.1423
P  -0.38841  1.77368  -1.54875  0.4505
O  0.10597  0.55266  -2.18058  -0.3040
O  -0.04193  1.94350  -0.01603  -0.1813
C  -0.80518  2.91932  0.71844  -0.2353
C  0.00735  3.20127  2.00697  -0.0467
O  -1.98968  1.97551  -1.65524  -0.1812
C  -2.89540  0.96760  -1.31993  -0.2840
C  -3.32770  0.31547  -2.64783  -0.0301
H  2.73093  2.89042  -0.99671  0.0599
H  3.27244  4.20314  -1.90656  0.0898
H  1.85687  4.39619  -0.82926  0.0892
H  1.54839  3.96961  -3.48525  0.1269
H  1.81333  2.37204  -3.09781  0.1032
H  -0.80850  3.84918  0.14971  0.1178
H  -1.84338  2.65188  0.91526  0.1186
H  0.99516  3.43933  1.61244  0.0648
H  -0.44955  4.02416  2.55668  0.0841
H  0.11876  2.37473  2.70878  0.0792
H  -2.47817  0.32641  -0.54346  0.0914
H  -3.69094  1.42226  -0.72959  0.1231
H  -4.22912  -0.26064  -2.43894  0.0842
H  -3.39945  1.10300  -3.39800  0.0885
H  -2.45895  -0.30035  -2.88050  0.0658
C  3.05628  0.65042  1.15354  -0.0575
C  2.52476  -0.40558  0.25959  -0.2838
O  1.28487  -0.85671  0.81826  -0.1758
P  0.52737  -2.11243  0.17569  0.5526
O  0.92181  -2.43499  -1.23546  -0.3458
O  0.67976  -3.25127  1.42047  -0.1766
C  0.43304  -4.57650  0.94984  -0.3219
C  0.83574  -5.61739  1.95110  -0.0590
O  -1.01528  -1.64240  0.25679  -0.1820
C  -1.59204  -1.39032  1.50153  -0.3036
C  -2.78020  -2.30686  1.79013  -0.0463
H  3.20086  0.17928  2.12577  0.0942
H  4.00643  0.93372  0.70070  0.0906
H  2.43890  1.54356  1.24954  0.0629
H  2.37823  0.06019  -0.71493  0.0904
H  3.13160  -1.30069  0.12310  0.1274
H  -0.62702  -4.69956  0.72794  0.1123
H  0.85798  -4.71616  -0.04414  0.1061
H  0.58501  -6.55865  1.46196  0.0864
H  1.91823  -5.67456  2.06544  0.0836
H  0.29031  -5.45981  2.88157  0.0886
H  -0.82413  -1.63350  2.23589  0.1055
H  -1.91607  -0.35391  1.59617  0.1180
H  -3.26863  -2.11371  2.74523  0.0838
H  -3.49816  -1.87604  1.09226  0.0731
H  -2.67236  -3.38955  1.72490  0.0786

As for the orbital gap: 10.314 eV. For the HOMO energy, the calculation gives -0.49100 Eh. Its total charge is +1.

***

[3]
A molecular structure, C12H30N2O8SSn. Source: the Open Molecules 2025 dataset; level of theory: ωB97M-V/def2-TZVPD.

Last column: Löwdin charge in e.
Element x y z (Å)
Sn  1.73831  0.65678  0.47956  1.6082
S  1.42518  3.95865  -0.96118  0.1444
O  2.57415  3.02189  -1.05667  -0.4950
O  1.81736  5.33030  -0.78621  -0.3454
O  0.73264  3.77851  -2.25131  -0.4143
O  0.56377  3.49040  0.14388  -0.4621
C  -0.48476  2.07897  3.60674  -0.0456
O  -0.48008  0.90096  2.74031  -0.2908
C  -0.91079  -0.24187  3.39026  -0.2527
C  -1.16322  -1.45908  2.46365  -0.1706
N  0.08594  -1.80227  1.79300  -0.0952
C  -0.12177  -2.96528  0.96402  -0.2017
C  1.27305  -3.26967  0.41533  -0.2149
O  1.96799  -2.21809  -0.24086  -0.3352
C  3.00250  -2.69700  -0.99851  -0.1269
H  -0.21461  2.97226  3.04358  0.0968
H  0.12687  1.98783  4.50435  0.0901
H  -1.52325  2.18207  3.92142  0.0830
H  -1.81338  -0.05526  3.97217  0.1216
H  -0.15987  -0.45981  4.14967  0.1203
H  -1.83961  -1.08996  1.69271  0.1054
H  -1.63788  -2.30281  2.96458  0.1261
H  0.77630  -2.00379  2.50216  0.1161
H  -0.90454  -2.86114  0.21267  0.1214
H  -0.35440  -3.85063  1.55573  0.1253
H  1.18670  -4.18130  -0.17592  0.1302
H  1.89258  -3.54796  1.26788  0.1271
H  3.57709  -3.51653  -0.56685  0.1011
H  3.68238  -1.88903  -1.26875  0.0959
H  2.50418  -2.99514  -1.92095  0.0995
C  -3.75392  1.28950  1.24016  -0.1306
O  -3.12180  0.84969  0.10410  -0.2057
C  -2.20493  1.76408  -0.54267  -0.1708
C  -1.45386  1.06901  -1.68125  -0.1701
N  -0.83119  -0.13750  -1.06847  -0.0430
C  -0.33482  -1.09797  -2.08451  -0.1806
C  0.74206  -0.52716  -3.05630  -0.1629
O  1.92893  -0.07243  -2.37140  -0.3232
C  2.76312  0.72805  -3.20135  -0.0928
H  -4.63875  1.89495  1.04371  0.0933
H  -3.03631  1.79742  1.88448  0.0793
H  -4.04338  0.39812  1.79673  0.0852
H  -1.41127  2.12042  0.11401  0.0863
H  -2.70332  2.66120  -0.90995  0.1373
H  -0.75741  1.76124  -2.15438  0.1044
H  -2.17355  0.83912  -2.46694  0.1236
H  -1.58235  -0.52111  -0.51286  0.0816
H  -1.17228  -1.52533  -2.63601  0.1234
H  0.07066  -1.99334  -1.61335  0.0805
H  0.32739  0.31622  -3.60845  0.1265
H  1.03776  -1.39364  -3.64780  0.1247
H  3.69583  0.91892  -2.67058  0.0907
H  2.28265  1.68778  -3.39153  0.0895
H  3.05191  0.22075  -4.12187  0.0909

As for the orbital gap: 5.236 eV. For the HOMO energy, the calculation gives -0.25109 Eh. Its total charge is 0.

***

[4]
3 unconnected molecules or ions with the total composition C12H30O6. Source: the Open Molecules 2025 dataset; level of theory: ωB97M-V/def2-TZVPD.

Last column: Löwdin charge in e.
Element x y z (Å)
C  1.93141  -3.71419  0.97965  -0.1219
O  0.91683  -3.07041  1.69243  -0.1937
C  0.90177  -1.65465  1.56532  -0.2109
C  -0.47698  -1.15185  1.99896  -0.1746
O  -1.60655  -1.58004  1.25876  -0.1743
C  -1.37923  -1.76914  -0.11426  -0.1045
H  2.91696  -3.33146  1.29048  0.0869
H  1.89431  -3.47783  -0.09553  0.0832
H  1.90053  -4.79110  1.10440  0.0848
H  1.19917  -1.41240  0.54187  0.1051
H  1.57960  -1.25322  2.33206  0.1324
H  -0.38166  -0.06905  1.79255  0.1152
H  -0.66917  -1.31573  3.05325  0.1272
H  -1.24419  -0.84643  -0.69385  0.0760
H  -2.32003  -2.17596  -0.48821  0.0943
H  -0.53789  -2.42494  -0.34016  0.0817
C  -4.85409  -0.28029  0.90830  -0.1060
O  -3.95428  0.58333  0.26933  -0.1948
C  -4.24226  1.95056  0.43139  -0.2210
C  -3.10587  2.85872  0.02292  -0.1913
O  -2.93182  2.87572  -1.39528  -0.1799
C  -2.11358  1.80780  -1.87811  -0.0892
H  -4.33313  -1.22568  1.04373  0.0807
H  -5.78207  -0.41288  0.34498  0.0899
H  -5.13052  0.06982  1.91061  0.0876
H  -4.56139  2.09589  1.47963  0.1215
H  -5.16163  2.26482  -0.08979  0.1315
H  -2.19539  2.58783  0.57220  0.1199
H  -3.32928  3.89935  0.26468  0.1259
H  -1.06651  2.03963  -1.66019  0.0712
H  -2.25683  1.83008  -2.96004  0.0910
H  -2.37255  0.82266  -1.50369  0.0589
C  1.52891  2.24657  0.15081  -0.1049
O  2.27744  1.05666  0.22639  -0.1761
C  3.55029  1.19000  -0.33817  -0.2320
C  4.28801  -0.13369  -0.36433  -0.2014
O  3.72244  -1.14126  -1.21146  -0.1981
C  3.97590  -0.88711  -2.58919  -0.1052
H  0.57757  2.06563  0.64967  0.0727
H  1.30680  2.50893  -0.88919  0.0845
H  2.01496  3.10484  0.62595  0.0914
H  4.16318  1.76898  0.37849  0.1329
H  3.66954  1.66449  -1.31703  0.1240
H  4.45527  -0.60181  0.60940  0.1256
H  5.32625  0.04486  -0.68419  0.1218
H  5.02837  -0.88077  -2.86939  0.0886
H  3.39892  -0.01623  -2.91178  0.0836
H  3.48251  -1.71904  -3.10442  0.0896

As for the orbital gap: 10.041 eV. For the HOMO energy, the calculation gives -0.34036 Eh. Its total charge is 0.

***

[5]
A molecular structure, C12H31BINO3Si2. Source: the Open Molecules 2025 dataset; level of theory: ωB97M-V/def2-TZVPD.

Last column: Löwdin charge in e.
Element x y z (Å)
C  2.81329  -4.03517  -0.23758  -0.1504
C  2.49004  -2.54672  -0.88310  -0.2779
C  3.81954  -1.76868  -1.45938  -0.2251
C  3.70093  -0.13170  -1.48454  -0.2338
C  2.25309  0.44631  -1.99739  -0.2279
C  2.05549  2.05877  -1.70929  -0.2766
C  0.51730  2.50549  -1.36242  -0.2656
Si  0.18656  2.40942  0.57179  0.0978
N  0.81957  4.01358  1.20453  -0.1287
I  1.58132  0.68349  1.70157  0.6964
O  -1.51182  2.37996  0.99244  -0.3597
Si  -2.24871  0.80296  0.84129  0.5465
C  -4.08982  1.13713  0.24086  -0.3096
C  -5.03490  -0.20127  0.28136  -0.1882
C  -2.46512  -0.13996  2.54805  -0.2801
O  -1.27296  -0.90519  2.94441  -0.3357
C  -0.88004  -0.29913  4.25466  -0.1629
B  -1.47648  -0.37445  -0.47128  -0.4834
C  -1.90561  -0.31080  -2.09253  -0.0919
O  -0.47501  -1.45300  -0.15036  -0.0990
H  3.57984  -3.97659  0.65959  0.0809
H  3.10964  -4.83421  -1.04442  0.0730
H  1.78938  -4.41398  0.24288  0.0757
H  2.09411  -1.88652  0.02749  0.0589
H  1.61447  -2.60155  -1.69252  0.1156
H  4.75059  -2.02414  -0.76610  0.1153
H  4.05824  -2.21204  -2.51919  0.1090
H  4.05956  0.32108  -0.45230  0.0886
H  4.50560  0.24462  -2.28195  0.1179
H  1.32708  -0.09431  -1.52618  0.0701
H  2.21504  0.32092  -3.17504  0.1253
H  2.77208  2.37849  -0.81338  0.0893
H  2.41194  2.65691  -2.66445  0.1146
H  0.43104  3.66782  -1.61832  0.1021
H  -0.31321  1.97626  -1.99361  0.0725
H  0.55679  4.11597  2.21669  0.0336
H  1.86023  4.00619  1.12397  0.0191
H  -4.52685  1.97106  0.97459  0.0950
H  -4.10393  1.65275  -0.83393  0.0894
H  -4.46320  -1.21417  0.40980  0.0652
H  -5.75595  -0.07160  1.21961  0.0876
H  -5.71950  -0.22226  -0.69299  0.0864
H  -3.32145  -0.94776  2.35074  0.1047
H  -2.89825  0.56238  3.39511  0.1111
H  0.26458  -0.59830  4.39726  0.0835
H  -1.56865  -0.65556  5.13120  0.1050
H  -0.86521  0.88546  4.11659  0.0966
H  -2.33084  0.74329  -2.37959  0.0652
H  -2.65568  -1.19531  -2.36180  0.0926
H  -0.88091  -0.50666  -2.67226  0.0844
H  -0.87323  -2.31931  -0.51061  0.1278

As for the orbital gap: 8.672 eV. For the HOMO energy, the calculation gives -0.32913 Eh. Its total charge is 0.

***

[6]
A molecular structure, C12H32B2F8FeO12S4. Source: the Open Molecules 2025 dataset; level of theory: ωB97M-V/def2-TZVPD.

Last column: Mulliken spin population.
Element x y z (Å)
Fe  -29.11488  4.42172  17.21788  3.7311
B  -30.02365  5.02641  19.70656  0.0070
F  -29.69613  5.92272  18.63795  0.0206
F  -31.38879  4.86040  19.82436  0.0008
F  -29.44348  3.75476  19.29762  0.0175
F  -29.41424  5.38793  20.89287  -0.0001
B  -27.78090  5.44562  15.07526  0.0118
F  -28.11100  5.96284  13.83895  0.0006
F  -26.42839  5.47168  15.31314  0.0011
F  -28.51737  6.18421  16.06861  0.0258
F  -28.25296  4.09347  15.25501  0.0174
O  -26.55642  0.48513  16.85855  0.0016
S  -27.33616  1.25682  17.74630  0.0032
O  -27.90372  2.48449  17.31434  0.0241
O  -28.55776  0.38964  18.27500  0.0017
C  -28.55474  -1.02941  17.96887  -0.0002
C  -29.57008  -1.66803  18.87450  0.0000
C  -26.44911  1.50866  19.23372  -0.0003
H  -27.56154  -1.42181  18.18413  -0.0001
H  -28.79318  -1.20154  16.92271  0.0001
H  -30.58876  -1.37779  18.61864  0.0000
H  -29.39685  -1.33633  19.90234  0.0000
H  -29.48885  -2.75323  18.85755  0.0000
H  -26.51222  0.58355  19.80477  -0.0001
H  -26.87494  2.33287  19.79837  0.0007
H  -25.40636  1.69812  18.99172  0.0001
O  -31.00944  5.38795  16.19581  0.0176
S  -31.95735  5.75059  15.18600  0.0057
O  -33.18322  5.03410  15.09132  0.0012
O  -32.31555  7.25678  15.41170  0.0007
C  -31.20569  8.16452  15.60708  -0.0007
C  -31.24527  8.70771  17.01921  -0.0001
C  -31.15921  5.73957  13.62264  0.0001
H  -31.33510  8.96205  14.87392  0.0000
H  -30.22983  7.71345  15.42429  0.0003
H  -30.47945  9.47409  17.14265  0.0000
H  -31.06462  7.89010  17.71538  -0.0001
H  -32.20819  9.17650  17.21933  0.0000
H  -30.81060  4.71972  13.47009  -0.0001
H  -30.35655  6.46436  13.60789  -0.0001
H  -31.95749  5.89674  12.89833  -0.0001
O  -27.22340  4.94801  18.21916  0.0344
S  -25.95219  5.24796  18.77336  0.0077
O  -24.90412  4.28267  18.73924  0.0010
O  -25.50757  6.55394  18.04041  0.0010
C  -24.18687  7.06973  18.29424  0.0001
C  -24.06181  8.36608  17.53498  0.0000
C  -26.21203  5.77725  20.43414  0.0011
H  -23.43135  6.35153  17.97756  0.0000
H  -24.05836  7.25481  19.36466  0.0000
H  -23.04927  8.75634  17.63633  0.0000
H  -24.74483  9.11372  17.93959  0.0000
H  -24.28828  8.21982  16.48029  0.0000
H  -26.75727  4.99464  20.95651  -0.0003
H  -26.75468  6.71709  20.40899  0.0002
H  -25.24359  5.88394  20.92004  0.0000
O  -30.99311  0.54747  16.47124  0.0007
S  -31.38693  1.72568  17.15857  0.0072
O  -30.62107  2.92049  17.06244  0.0548
O  -32.82123  2.17594  16.67476  0.0022
C  -33.67121  1.20629  16.03151  0.0004
C  -33.54480  1.27676  14.53682  -0.0001
C  -31.67920  1.43888  18.86587  0.0011
H  -34.69101  1.46197  16.32565  0.0000
H  -33.49383  0.19863  16.40873  -0.0001
H  -33.80496  2.25615  14.14050  0.0000
H  -34.12603  0.48313  14.06639  0.0000
H  -32.50785  1.09693  14.23407  0.0000
H  -32.60277  0.87100  18.96740  0.0001
H  -31.84313  2.42413  19.30195  -0.0001
H  -30.82394  0.92715  19.29395  -0.0003

As for the orbital gap (spin up / spin down): 11.452 / 9.412 eV. The expectation value of S² is 6.0047. The spin multiplicity is 5. For the HOMO energy (spin up / spin down), the calculation gives -0.40873 / -0.33374 Eh. Its total charge is 0.

***

What did we get for max |F|? Answer: 2.703 3.528 3.593 2.125 5.062 1.202 eV/A, in the order shown.